The following is a DFT calculation (ωB97M-V/def2-TZVPD) of the ion C4H10N3 with charge +1 in a non-equilibrium geometry.

Element x y z (Å)
C 1.3232 1.0364 -1.9018
C 0.1756 0.3095 0.2149
C 1.0232 -1.9524 -0.1410
C -2.0606 0.8408 1.2819
N 1.2908 1.0424 -0.6209
N 0.2163 -0.9649 0.4703
N -0.6587 1.2289 0.8117
H 2.1414 1.5375 -2.3911
H 0.6318 0.4824 -2.4989
H 0.4612 -2.6090 -0.7115
H 1.8300 -1.4227 -0.7062
H 1.6507 -2.6029 0.5415
H -2.1816 1.2914 2.2520
H -1.9839 -0.2277 1.4157
H -2.7811 1.2253 0.4423
H -0.5382 -1.4724 0.9934
H -0.5402 2.2573 0.5476

Atoms 1-2, force components in eV/Å:
-0.31 -0.70 1.90
1.20 4.58 -1.31

gap between HOMO and LUMO = 11.07 eV
SMILES = C=N/C(NC)=[NH+]/C
net charge = +1
max |F| = 4.91 eV/Å

***

The following is a DFT calculation (ωB97M-V/def2-TZVPD) of a structure of composition C26H26BrN5O9PSSeV.

Element x y z (Å)
V -1.8297 1.6049 2.5765
C -1.4408 4.5137 0.7131
O -1.2958 3.1448 1.0679
C -0.4241 2.3691 0.2862
C -0.8251 2.0863 -1.1564
C 0.3900 2.3868 -2.0528
Br 0.2074 3.7440 -3.3992
C 1.8417 0.9254 -1.3072
C 1.4761 0.2169 -0.0008
C 1.2551 1.3231 1.0833
O 1.8994 1.3338 2.2588
C 2.2831 -0.9564 0.4245
N 2.6582 -1.1159 1.6750
C 3.3246 -2.3300 1.7000
C 3.9339 -3.0053 2.7579
C 4.5249 -4.2197 2.4790
C 4.5158 -4.7608 1.1803
C 3.9180 -4.1065 0.1230
C 3.3242 -2.8803 0.4136
N 2.6513 -1.9756 -0.3835
H -1.8704 4.6070 -0.2870
H -0.4730 5.0177 0.7431
H -2.1073 4.9515 1.4501
H -1.7908 2.4829 -1.4592
H 2.7972 0.6367 -1.7363
H 2.2425 0.4069 2.4076
H 3.9325 -2.5865 3.7556
H 5.0046 -4.7739 3.2759
H 4.9896 -5.7187 1.0076
H 3.8919 -4.5041 -0.8817
H 2.4551 -2.1388 -1.3800
C -5.3436 1.3242 1.9464
P -3.7967 0.4213 1.6318
C -4.0781 -1.1670 2.4668
C -3.9409 -0.0349 -0.1365
H -6.2106 0.7449 1.6219
H -5.3307 2.2841 1.4292
H -5.3938 1.5031 3.0220
H -4.9775 -1.6552 2.0858
H -4.1803 -0.9592 3.5327
H -3.2161 -1.8188 2.3227
H -4.9079 -0.4977 -0.3421
H -3.1554 -0.7465 -0.3949
H -3.8326 0.8480 -0.7687
O 1.9675 -4.4026 -4.8302
S 2.6342 -3.3549 -4.0980
O 2.5700 -3.5076 -2.6434
O 3.9353 -2.9510 -4.5890
C 1.6365 -1.8634 -4.3799
N 1.1690 -1.6396 -5.6054
C 0.4780 -0.5215 -5.7729
C 0.2425 0.3860 -4.7491
C 0.7922 0.0647 -3.5211
N 1.4840 -1.0574 -3.3356
C 0.6385 0.8632 -2.2781
C 1.6055 2.4591 -1.0968
C 1.0990 2.6580 0.3266
N -0.2820 1.0877 1.0283
C -0.0745 0.0323 -0.0192
C -0.5832 0.5626 -1.3581
H 0.0960 -0.3369 -6.7721
H -0.3230 1.2923 -4.9093
H 2.4155 3.1089 -1.4140
H 1.4307 3.5398 0.8688
H -0.4437 -0.9420 0.2894
H -1.3927 0.0039 -1.8191
O -4.3605 0.8617 5.0992
Se -2.8796 1.5128 5.1016
O -2.8210 2.7428 3.9289
O -1.8153 0.4836 4.2767
O -2.3143 1.9925 6.5196

Atoms 1-2, force components in eV/Å:
0.09 0.02 0.11
0.00 -0.01 0.00

gap between HOMO and LUMO (spin up / spin down) = 7.42 / 8.20 eV
net charge = -1
max |F| = 0.14 eV/Å
spin multiplicity = 4

***

The following is a DFT calculation (ωB97M-V/def2-TZVPD) of a cluster of 3 separate species, C4H12N2O2 in total in a non-equilibrium geometry.

Element x y z (Å)
C 1.5670 1.2751 -0.5819
N 3.0113 0.8311 -0.4116
C -0.5823 -1.4769 0.4210
C -1.7867 -0.6028 0.6560
C -1.9060 0.5548 -0.1613
N -3.2018 1.0907 0.0771
O -1.2222 0.9512 -1.1087
H 1.1429 1.7952 0.3318
H 1.4679 2.0878 -1.3637
H 1.0806 0.3566 -0.8764
H 2.9021 -0.2926 -0.6480
H 0.2162 -1.2754 1.1386
H -0.0627 -1.1883 -0.4948
H -0.7819 -2.5542 0.4384
H -2.6202 -0.9483 1.2244
H -3.6638 0.8988 0.9850
H -3.3748 2.0425 -0.1791
H 2.3659 -2.6695 -0.0992
H 3.2866 0.8593 0.6025
O 2.1618 -1.7352 0.0499

Atoms 1-2, force components in eV/Å:
1.41 1.57 0.50
-1.79 -2.78 0.60

gap between HOMO and LUMO (spin up / spin down) = 5.19 / 3.56 eV
net charge = +1
max |F| = 5.68 eV/Å
spin multiplicity = 2

***

The following is a DFT calculation (ωB97M-V/def2-TZVPD) of a structure of composition C40H35BF2GeNO7OsS in a non-equilibrium geometry.

Element x y z (Å)
Os 0.0200 0.2410 -0.2691
O 0.0526 -1.6491 -1.8811
C 0.9325 -2.7342 -1.5473
C 1.4909 -2.4253 -0.1471
O 2.0812 -3.2537 0.4857
O 1.2995 -1.1798 0.2864
C 0.0841 -3.9993 -1.5762
C -0.2848 -4.5083 -2.8200
C -1.1265 -5.6040 -2.9158
C -1.6142 -6.2063 -1.7616
C -1.2581 -5.7008 -0.5216
C -0.4132 -4.6005 -0.4275
C 2.1493 -2.8354 -2.4721
C 2.6378 -1.7495 -3.1863
C 3.7881 -1.8765 -3.9595
C 4.4685 -3.0799 -4.0077
C 3.9938 -4.1633 -3.2781
C 2.8442 -4.0430 -2.5171
H 0.3608 -1.1528 -2.6525
H 0.0961 -4.0410 -3.7213
H -1.4044 -5.9877 -3.8895
H -2.2649 -7.0689 -1.8313
H -1.6357 -6.1634 0.3815
H -0.1288 -4.2313 0.5486
H 2.1512 -0.7848 -3.1516
H 4.1502 -1.0222 -4.5176
H 5.3671 -3.1750 -4.6040
H 4.5223 -5.1081 -3.3012
H 2.4823 -4.8874 -1.9448
C -2.4177 5.9963 4.2900
C -2.4731 4.9873 3.1745
C -1.8165 5.2146 1.9680
C -1.8263 4.2655 0.9593
C -2.5253 3.0855 1.1588
C -3.2116 2.8427 2.3425
C -3.1785 3.7967 3.3409
S -2.4787 1.7766 -0.0011
O -3.6137 1.8348 -0.8701
O -2.2470 0.5507 0.7638
N -1.0669 1.8982 -0.8159
C -1.0312 2.5228 -2.1079
C -0.2343 1.5896 -3.0702
O -0.4805 1.7058 -4.2573
O 0.6131 0.8307 -2.4959
H -1.5823 6.6831 4.1579
H -2.3042 5.5004 5.2551
H -3.3359 6.5865 4.3268
H -1.2587 6.1329 1.8283
H -1.2686 4.4340 0.0476
H -3.7329 1.9054 2.4920
H -3.6905 3.6033 4.2769
H -0.4393 3.4440 -2.0998
H -2.0257 2.7224 -2.5026
F 0.2435 2.4192 1.8313
B 0.9494 1.3378 1.4161
F 2.2442 1.6255 1.0847
C -0.6926 -1.5393 2.7217
Ge 0.7607 -0.2781 2.9908
C 2.4392 -1.2092 3.2414
C 3.6712 -0.6957 2.8378
C 4.8370 -1.4201 3.0539
C 4.7828 -2.6629 3.6722
C 3.5611 -3.1819 4.0739
C 2.3956 -2.4597 3.8544
C 0.5661 1.0090 4.4628
C 1.6460 1.8478 4.5877
C 1.6618 2.9157 5.5117
C 0.5732 3.1495 6.2947
C -0.5692 2.3160 6.2091
C -1.7025 2.5530 7.0293
C -2.8031 1.7529 6.9564
C -2.8195 0.6633 6.0569
C -1.7431 0.4115 5.2567
C -0.5790 1.2280 5.2960
H -0.7602 -2.2228 3.5700
H -0.4860 -2.1288 1.8289
H -1.6413 -1.0214 2.5929
H 3.7295 0.2588 2.3292
H 5.7886 -1.0166 2.7285
H 5.6913 -3.2298 3.8323
H 3.5119 -4.1549 4.5469
H 1.4472 -2.8890 4.1593
H 2.5212 1.7003 3.9626
H 2.5365 3.5502 5.5842
H 0.5633 3.9783 6.9944
H -1.6732 3.3852 7.7245
H -3.6601 1.9432 7.5901
H -3.6906 0.0217 6.0072
H -1.7703 -0.4287 4.5827

Atoms 1-2, force components in eV/Å:
0.20 0.09 -1.87
-0.27 -0.01 0.12

gap between HOMO and LUMO (spin up / spin down) = 8.43 / 5.44 eV
max |F| = 2.46 eV/Å
spin multiplicity = 6

***

The following is a DFT calculation (ωB97M-V/def2-TZVPD) of a structure of composition C2H12Si3 in a non-equilibrium geometry.

Element x y z (Å)
C 1.6659 1.7131 -1.0191
C -0.7186 -2.6087 0.8352
Si -2.1332 0.3488 -0.6771
Si 1.6750 0.9097 0.7296
Si -0.3827 -0.1124 0.8741
H 0.7579 2.0471 -1.5303
H 2.5880 2.2207 -1.0926
H 1.8243 0.8144 -1.6633
H 0.1191 -2.8189 0.1217
H -0.5402 -3.2216 1.6776
H -1.6364 -2.7342 0.3681
H -1.9225 1.6779 -1.5475
H -3.5026 0.2450 -0.2052
H -1.9011 -0.6039 -1.6424
H 1.9317 1.8507 1.7689
H 3.1451 0.2499 0.8242
H -0.9698 0.0223 2.1780

Atoms 1-2, force components in eV/Å:
-0.69 -2.85 -0.05
3.45 3.02 -1.50

gap between HOMO and LUMO = 9.06 eV
max |F| = 4.83 eV/Å

***

The following is a DFT calculation (ωB97M-V/def2-TZVPD) of a cluster of 2 separate species, C4H12N3P in total in a non-equilibrium geometry.

Element x y z (Å)
C -0.9758 -0.9609 1.4965
C 0.2286 0.5989 0.1981
C -2.1953 -1.2695 2.3138
C 1.4895 2.2164 -1.1214
N -0.1393 -1.9682 1.3794
N -0.8620 0.3052 0.9820
N 0.2763 1.7051 -0.4603
P 1.3260 -0.3783 -3.6150
H -1.7195 -1.0867 3.2572
H -2.4688 -2.4263 2.2043
H -3.1022 -0.6651 1.9347
H 1.2157 2.9998 -1.6647
H 1.8910 1.4947 -1.6852
H 2.2877 2.5930 -0.4061
H -0.2924 -2.9040 1.7493
H 0.7678 -1.7753 1.0243
H -1.5430 1.0161 0.9952
H -0.5024 2.2597 -0.3365
H 2.5622 -0.0846 -4.4634
H 1.7557 -1.6701 -3.7821

Atoms 1-2, force components in eV/Å:
-2.06 -1.01 0.10
1.70 -1.60 -0.41

gap between HOMO and LUMO (spin up / spin down) = 5.81 / 4.05 eV
net charge = +2
max |F| = 5.01 eV/Å

***

The following is a DFT calculation (ωB97M-V/def2-TZVPD) of the ion C3H3Br3F2N3 with charge +1 in a non-equilibrium geometry.

Element x y z (Å)
C -0.5863 -0.0262 1.0923
C 0.7157 -0.2728 -0.9146
C -1.7163 0.0155 -1.0080
N 0.6080 -0.1807 0.5163
N -0.4770 0.2826 -1.5197
N -1.6906 0.1216 0.3907
F -2.6650 0.7985 -1.4955
F -0.4096 0.1432 -2.9254
Br -0.6147 0.0651 2.9114
Br 0.9667 -2.3338 -1.4146
Br -2.6007 -2.0856 -1.5631
H 1.6920 -0.0247 -1.3521
H 1.5071 -0.4034 0.8952
H -2.6315 0.0930 0.7212

Atoms 1-2, force components in eV/Å:
1.41 -0.11 0.57
-0.83 -2.50 -1.21

gap between HOMO and LUMO = 8.04 eV
SMILES = FN1[C@H](Br)NC(Br)=[NH+][C@]1(F)Br
net charge = +1
max |F| = 3.24 eV/Å

***

The following is a DFT calculation (ωB97M-V/def2-TZVPD) of the ion C13H21N2 with charge +1 in a non-equilibrium geometry.

Element x y z (Å)
C 2.4951 0.7662 -1.9398
N 1.2107 0.1527 -2.2942
C 1.4119 -0.8557 -3.3339
C 0.5014 -0.4138 -1.1615
H 3.0399 0.9206 -2.8793
H 2.3347 1.7242 -1.4291
H 3.1054 0.1195 -1.2818
H 2.0292 -0.4143 -4.1230
H 1.9189 -1.7575 -2.9436
H 0.4327 -1.1537 -3.7265
H 0.0215 -1.3548 -1.4798
H 1.1955 -0.6231 -0.3282
C 1.2868 -0.3893 3.8661
C 0.9019 -1.6222 3.3332
C 0.0444 -1.6808 2.2314
C -0.4417 -0.4979 1.6842
C -1.2922 -0.4627 0.4382
C -2.6780 0.1778 0.5473
C -2.8614 1.0099 -0.7338
C -1.5090 1.1618 -1.4356
N -0.5350 0.3994 -0.5696
C -0.0924 0.7390 2.2440
C 0.7978 0.7960 3.3115
H 1.9482 -0.3369 4.7305
H 1.2793 -2.5427 3.7735
H -0.2290 -2.6290 1.7644
H -1.3730 -1.4517 -0.0351
H -3.4262 -0.6235 0.6602
H -2.7278 0.8070 1.4489
H -3.5694 0.5194 -1.4085
H -3.2393 2.0062 -0.4824
H -1.4038 0.7290 -2.4302
H -1.1607 2.2073 -1.4476
H -0.0370 1.1342 -0.0666
H -0.4747 1.6673 1.8033
H 1.0952 1.7720 3.6933

Atoms 1-2, force components in eV/Å:
-0.10 0.03 0.12
-0.25 0.03 0.55

gap between HOMO and LUMO = 10.04 eV
SMILES = CN(C)C[N@H+]1CCC[C@@H]1c1ccccc1
net charge = +1
max |F| = 2.64 eV/Å

***

Energy relative to the best compared isomer or geometry (same formula, charge and spin) values, unit kJ/mol, following the record order: 221.8; 153.1; 636.4; 156.6; 171.7; 390.4; 0.0; 141.8.